A molecular structure, C17H35Cl3OSi2Zr in a non-equilibrium geometry, computed with the ωB97M-V functional and the def2-TZVPD basis.

Each line ends with the Löwdin charge.
Atoms and positions in Å:
C -0.57 0.51 -3.27  -0.366
C -1.41 -0.65 -3.15  -0.343
C -0.58 -1.78 -2.94  -0.353
C -2.87 -0.68 -3.40  -0.089
C 0.78 -1.34 -2.91  -0.367
C 0.79 0.08 -3.13  -0.364
C 2.01 0.88 -3.47  -0.069
C -1.04 1.84 -3.74  -0.077
C -1.05 -3.18 -2.98  -0.084
C 1.99 -2.21 -2.97  -0.085
Zr -0.20 -0.15 -0.79  0.865
Cl -2.52 0.07 -0.13  -0.004
Cl 0.51 2.04 -0.80  0.318
Cl 0.40 -2.41 -0.08  0.144
H -3.35 0.26 -3.13  0.059
H -3.35 -1.48 -2.82  0.061
H -3.09 -0.87 -4.46  0.078
H -1.95 -3.31 -2.35  0.075
H -0.29 -3.89 -2.63  0.054
H -1.34 -3.48 -4.00  0.078
H 1.88 -3.09 -2.31  0.036
H 2.89 -1.66 -2.66  0.071
H 2.16 -2.58 -3.99  0.079
H 2.89 0.48 -2.95  0.072
H 1.90 1.93 -3.18  0.051
H 2.21 0.84 -4.55  0.078
H -1.94 2.14 -3.19  0.073
H -1.29 1.82 -4.81  0.075
H -0.27 2.61 -3.59  0.060
O 2.46 3.33 -0.47  -0.704
H 3.42 3.53 -0.52  -0.186
C -1.53 -1.97 2.74  -0.230
Si 0.21 -1.23 2.85  0.352
C 0.35 -0.78 4.71  -0.233
C 1.57 -2.56 2.86  -0.246
C 0.45 0.21 1.61  -0.573
Si -0.03 1.87 2.44  0.370
C 1.29 2.29 3.73  -0.199
C -0.12 3.58 1.60  -0.283
C -1.78 1.69 3.13  -0.215
H -1.64 -2.70 3.56  0.013
H -1.70 -2.49 1.79  -0.017
H -2.31 -1.21 2.85  0.007
H 0.07 -1.68 5.28  0.012
H 1.38 -0.53 4.98  0.013
H -0.31 0.03 5.05  0.005
H 1.57 -3.18 1.96  -0.054
H 2.56 -2.10 2.96  0.023
H 1.42 -3.22 3.72  0.011
H 1.53 0.29 1.38  -0.021
H 2.25 2.47 3.22  0.036
H 1.00 3.23 4.24  0.014
H 1.44 1.53 4.50  -0.017
H -0.92 3.65 0.85  -0.001
H -0.37 4.29 2.40  0.011
H 0.83 3.90 1.15  -0.014
H -2.49 1.54 2.31  -0.009
H -1.90 0.87 3.85  -0.006
H -2.03 2.64 3.65  0.016

Results
HOMO energy (Eh): -0.01461
Charge: -2
Maximum force (eV/Å): 2.22
Kohn-Sham gap (eV): 5.3
Lowest unoccupied orbital energy (eV): 4.90
Multiplicity: 1



A molecular structure, C17H35Cl8CuO5S2 in a non-equilibrium geometry, computed with the ωB97M-V functional and the def2-TZVPD basis.

Each line ends with the Löwdin charge.
Atoms and positions in Å:
Cu 3.19 -0.80 1.15  0.596
C -0.21 -1.35 0.22  -0.352
O 1.10 -1.79 0.31  -0.395
H -0.80 -2.08 0.78  0.042
H -0.49 -0.31 0.40  0.040
H -0.59 -1.46 -0.80  0.017
C 2.96 3.66 -1.41  -0.240
C 1.89 3.15 -2.31  -0.191
C 1.85 1.60 -2.02  -0.183
S 3.64 1.04 -1.90  0.756
O 4.29 0.81 -3.20  -0.324
O 3.83 0.14 -0.75  -0.386
C 4.17 2.69 -1.38  -0.205
H 2.66 3.91 -0.39  0.105
H 3.19 4.64 -1.82  0.120
H 2.21 3.18 -3.35  0.123
H 0.98 3.73 -2.12  0.107
H 1.34 0.93 -2.70  0.045
H 1.42 1.40 -1.04  0.080
H 5.08 3.02 -1.89  0.108
H 4.41 2.74 -0.32  0.097
C -2.08 2.69 1.11  -0.241
C -0.76 2.91 0.42  -0.263
C -0.49 4.41 0.39  -0.201
S -1.15 5.04 2.03  0.696
O -2.03 6.14 1.83  -0.324
O -0.05 5.11 2.97  -0.336
C -2.24 3.53 2.41  -0.168
H -2.13 1.63 1.32  0.079
H -2.87 2.98 0.43  0.119
H -0.81 2.56 -0.61  0.097
H -0.01 2.34 0.96  0.118
H -1.11 4.83 -0.40  0.103
H 0.53 4.78 0.26  0.084
H -3.27 3.77 2.67  0.098
H -1.88 3.14 3.36  0.083
Cl -1.81 -0.22 3.80  0.514
C -1.15 -1.90 3.91  -0.574
C 0.42 -1.71 4.09  -0.694
Cl 0.84 -0.85 5.55  0.563
H -1.44 -2.42 3.00  0.047
H -1.70 -2.44 4.69  0.069
H 0.85 -1.13 3.28  0.032
H 0.85 -2.70 4.19  0.052
Cl 1.63 -1.11 -4.40  0.572
C 0.16 -2.05 -3.97  -0.623
C 0.38 -3.30 -3.10  -0.632
Cl 0.93 -4.65 -4.15  0.535
H -0.23 -2.33 -4.95  0.050
H -0.54 -1.38 -3.46  0.011
H -0.52 -3.67 -2.61  0.064
H 1.11 -3.11 -2.31  0.059
Cl -5.64 -1.79 0.18  0.561
C -4.29 -0.69 -0.30  -0.667
C -3.96 -0.87 -1.74  -0.656
Cl -2.60 0.18 -2.29  0.574
H -3.30 -0.89 0.10  0.059
H -4.67 0.30 -0.06  0.065
H -4.82 -0.83 -2.40  0.075
H -3.66 -1.92 -1.68  0.068
Cl 2.53 -6.31 2.19  0.533
C 0.96 -5.49 2.02  -0.650
C 0.79 -5.10 0.55  -0.700
Cl 0.55 -6.56 -0.38  0.565
H 0.93 -4.61 2.67  0.049
H 0.24 -6.22 2.38  0.061
H 1.55 -4.41 0.18  0.065
H -0.17 -4.60 0.40  0.051

Results
HOMO energy (Eh): -0.30038
Charge: 0
Maximum force (eV/Å): 2.60
Kohn-Sham gap (eV): 6.6
Lowest unoccupied orbital energy (eV): -1.54
Multiplicity: 1



A single C17H35FINO4 molecule in a non-equilibrium geometry, computed with the ωB97M-V functional and the def2-TZVPD basis.

Each line ends with the Löwdin charge.
Atoms and positions in Å:
C -1.24 -4.15 0.72  -0.076
C -1.82 -3.40 1.98  -0.262
O -2.41 -2.16 1.61  -0.176
C -2.22 -1.20 2.66  -0.208
C -3.10 0.07 2.43  -0.081
C -2.42 1.11 1.45  -0.310
O -2.07 0.36 0.30  -0.163
C -1.25 1.05 -0.62  -0.562
I -2.16 2.93 -1.35  0.892
C -1.16 0.10 -1.90  -0.343
C -1.88 -1.29 -1.63  -0.140
O -1.55 -2.12 -2.75  -0.203
C -2.73 -2.67 -3.33  -0.111
O 0.17 -0.22 -2.25  -0.114
C 0.92 0.94 -2.64  -0.193
C 2.21 0.98 -1.74  -0.173
C 2.79 2.42 -1.51  -0.185
C 3.86 2.31 -0.33  -0.205
C 4.95 1.22 -0.60  -0.191
C 4.71 -0.16 0.10  -0.285
N 4.00 -0.08 1.40  -0.025
C -1.21 1.76 2.22  -0.289
C -1.24 3.34 2.15  -0.061
F -1.23 1.47 3.61  -0.051
H -1.99 -4.25 -0.09  0.073
H -0.33 -3.66 0.32  0.077
H -0.95 -5.18 1.03  0.076
H -2.64 -4.04 2.39  0.122
H -1.03 -3.28 2.76  0.119
H -1.14 -0.90 2.74  0.129
H -2.51 -1.64 3.64  0.128
H -4.01 -0.28 1.88  0.132
H -3.47 0.54 3.36  0.121
H -3.19 1.90 1.29  0.113
H -0.22 1.25 -0.26  0.095
H -1.75 0.56 -2.74  0.107
H -1.44 -1.80 -0.74  0.112
H -2.98 -1.17 -1.50  0.135
H -3.27 -3.27 -2.55  0.090
H -2.41 -3.35 -4.15  0.094
H -3.37 -1.84 -3.72  0.095
H 1.26 0.76 -3.70  0.133
H 0.34 1.88 -2.65  0.081
H 2.94 0.27 -2.19  0.106
H 1.89 0.59 -0.74  0.106
H 3.21 2.88 -2.42  0.114
H 1.98 3.07 -1.11  0.105
H 4.38 3.31 -0.32  0.105
H 3.34 2.23 0.65  0.094
H 4.94 1.02 -1.70  0.103
H 5.99 1.57 -0.38  0.102
H 4.05 -0.75 -0.60  0.091
H 5.63 -0.78 0.21  0.110
H 3.04 0.25 1.25  0.035
H 3.86 -1.05 1.68  0.064
H -0.21 1.39 1.88  0.141
H -0.63 3.72 1.31  0.050
H -0.89 3.73 3.14  0.084
H -2.29 3.70 2.06  0.075

Results
HOMO energy (Eh): -0.33959
Charge: 0
Maximum force (eV/Å): 3.06
SMILES: CCOCC[C@H](O[C@H](I)[C@H](COC)OCCCCCCN)[C@@H](C)F
Kohn-Sham gap (eV): 9.5
Relative energy (zero: lowest compared OMol25 entry of this formula, charge and spin) (kcal per mole): 26.6
Lowest unoccupied orbital energy (eV): 0.27
Multiplicity: 1



A molecular structure, C17H35I2N2O3PtSi3 in a non-equilibrium geometry, computed with the ωB97M-V functional and the def2-TZVPD basis.

Each line ends with the Löwdin charge.
Atoms and positions in Å:
Pt -0.19 -0.67 -1.30  0.634
C -2.60 2.82 -2.49  -0.120
O -1.93 1.77 -1.79  -0.330
Si -2.07 1.58 -0.13  0.298
C -3.85 1.80 0.32  -0.152
C -1.13 2.94 0.68  -0.140
C -1.40 -0.15 0.24  -0.556
Si -0.40 -0.39 1.83  0.376
C 0.98 0.87 1.92  -0.165
C 0.38 -2.08 1.89  -0.180
C -1.45 -0.19 3.35  -0.167
Si -2.67 -1.55 -0.25  0.373
C -4.02 -1.52 1.02  -0.135
C -3.39 -1.22 -1.94  -0.195
C -1.95 -3.27 -0.24  -0.197
H -3.67 2.84 -2.26  0.081
H -2.48 2.65 -3.56  0.087
H -2.18 3.80 -2.24  0.088
H -4.14 2.85 0.18  0.049
H -4.00 1.58 1.39  0.047
H -4.54 1.18 -0.25  0.030
H -1.66 3.88 0.48  0.050
H -0.11 3.04 0.32  0.030
H -1.10 2.81 1.77  0.038
H 1.26 1.29 0.96  0.001
H 1.87 0.38 2.35  0.045
H 0.73 1.70 2.58  0.040
H 0.85 -2.35 0.94  0.012
H -0.33 -2.88 2.13  0.030
H 1.16 -2.08 2.66  0.044
H -2.02 0.75 3.32  0.037
H -0.83 -0.16 4.25  0.047
H -2.17 -1.01 3.47  0.023
H -4.64 -0.63 0.96  0.024
H -3.62 -1.59 2.04  0.029
H -4.64 -2.40 0.84  0.058
H -4.18 -0.46 -1.88  0.038
H -3.84 -2.14 -2.34  0.030
H -2.67 -0.86 -2.68  0.005
H -1.92 -3.66 0.78  0.038
H -0.94 -3.37 -0.65  -0.005
H -2.61 -3.91 -0.83  0.040
I 0.72 -2.32 -3.35  0.288
I -1.34 -3.64 -4.35  0.228
O 6.10 -2.83 0.87  -0.028
C 6.38 -1.46 0.69  -0.225
N 5.17 -0.96 0.07  0.098
C 5.02 0.35 -0.19  -0.442
O 5.87 1.18 0.07  0.095
C 3.72 0.80 -0.81  -0.080
C 3.64 2.10 -1.29  0.045
C 2.45 2.55 -1.85  0.003
C 1.36 1.70 -1.89  -0.091
N 1.44 0.45 -1.41  -0.169
C 2.59 0.00 -0.88  -0.089
H 6.87 -3.27 1.24  0.101
H 7.24 -1.30 0.03  0.136
H 6.56 -0.94 1.63  0.135
H 4.50 -1.65 -0.21  0.131
H 4.51 2.73 -1.21  0.137
H 2.35 3.55 -2.23  0.126
H 0.40 2.00 -2.28  0.111
H 2.56 -1.00 -0.48  0.112

Results
HOMO energy (Eh): -0.42505
Charge: +1
Maximum force (eV/Å): 1.42
Kohn-Sham gap (eV): 6.7
Relative energy (zero: lowest compared OMol25 entry of this formula, charge and spin) (kcal per mole): 32.8
Lowest unoccupied orbital energy (eV): -4.90
Multiplicity: 1